70
Properties=species:S:1:pos:R:3:mulliken_charge:R:1 method="wB97M-V/def2-TZVPD" lumo_ev=-0.563 smiles="C[N+](=O)[O-].C[N+](=O)[O-].C[N+](=O)[O-].C[N+](=O)[O-].C[N+](=O)[O-].C[N+](=O)[O-].C[N+](=O)[O-].C[N+](=O)[O-].C[N+](=O)[O-].C[N+](=O)[O-]" multiplicity=1 gap_ev=10.18 relative_energy_kcal_mol=70.7
C -0.645 0.650 -5.761 -0.720
N -0.806 2.073 -6.135 0.876
O 0.207 2.776 -5.966 -0.514
O -1.911 2.459 -6.458 -0.514
H -1.389 0.249 -5.072 0.258
H 0.363 0.627 -5.346 0.326
H -0.700 0.011 -6.642 0.288
C 0.450 -7.135 2.874 -0.698
N -0.528 -6.027 2.618 0.868
O -0.333 -5.351 1.605 -0.529
O -1.432 -5.926 3.393 -0.511
H 0.360 -7.855 2.061 0.288
H 0.345 -7.642 3.834 0.307
H 1.466 -6.779 2.704 0.273
C 3.646 6.093 -1.845 -0.716
N 3.282 7.503 -1.935 0.855
O 2.109 7.755 -1.722 -0.503
O 4.098 8.318 -2.335 -0.514
H 2.813 5.406 -1.992 0.308
H 3.993 5.904 -0.830 0.278
H 4.391 5.872 -2.610 0.292
C -6.130 4.925 -1.567 -0.634
N -5.807 5.304 -2.913 0.818
O -4.781 6.020 -3.040 -0.507
O -6.357 4.822 -3.862 -0.502
H -5.972 5.758 -0.882 0.276
H -5.581 4.060 -1.195 0.264
H -7.196 4.696 -1.557 0.285
C -5.850 -0.214 -5.242 -0.658
N -7.329 -0.532 -5.136 0.840
O -7.829 -1.437 -5.792 -0.510
O -8.022 0.108 -4.332 -0.518
H -5.307 -0.285 -4.299 0.248
H -5.775 0.846 -5.486 0.287
H -5.551 -0.858 -6.069 0.311
C 0.078 -1.952 6.634 -0.598
N -0.144 -1.352 7.981 0.827
O 0.773 -0.873 8.635 -0.528
O -1.186 -1.652 8.462 -0.506
H 0.882 -1.398 6.150 0.274
H -0.865 -1.913 6.090 0.273
H 0.304 -3.011 6.762 0.258
C 3.403 -6.010 -1.738 -0.655
N 3.741 -7.161 -0.822 0.800
O 4.536 -6.934 0.085 -0.493
O 3.148 -8.267 -1.009 -0.496
H 4.303 -5.494 -2.071 0.268
H 2.811 -5.278 -1.188 0.266
H 2.925 -6.488 -2.593 0.310
C 6.379 -2.854 2.105 -0.711
N 4.973 -2.731 1.691 0.821
O 4.744 -2.317 0.554 -0.511
O 4.115 -3.078 2.529 -0.488
H 6.863 -3.079 1.155 0.310
H 6.535 -3.704 2.770 0.295
H 6.675 -1.893 2.527 0.285
C 0.602 5.444 4.909 -0.670
N 1.034 3.972 4.714 0.769
O 0.469 3.364 3.747 -0.486
O 1.870 3.489 5.431 -0.478
H 0.959 5.844 5.859 0.305
H -0.486 5.485 4.951 0.281
H 0.998 6.119 4.150 0.278
C -0.011 -0.229 0.057 -0.733
N -0.880 0.812 -0.553 0.875
O -0.326 1.645 -1.282 -0.508
O -2.066 0.803 -0.289 -0.511
H 0.974 0.135 0.347 0.293
H 0.093 -0.969 -0.736 0.291
H -0.513 -0.669 0.919 0.294